1.
80
Properties=species:S:1:pos:R:3:forces:R:3 method="wB97M-V/def2-TZVPD" total_charge=0 lumo_ev=-0.196 molar_mass_g_mol=1618.71 homo_lumo_gap_ev=9.480 e_homo_ev=-9.7 max_force_ev_per_a=12.83
C -4.2886 -0.8817 -0.9148 -0.88 -0.05 -0.96
C -3.2365 0.3477 -1.1808 -1.84 0.45 0.07
N -1.9520 0.2778 -0.3860 0.27 -1.06 0.88
C -0.8943 -0.5807 -1.0456 -0.27 -1.06 -1.38
C 0.6348 -0.0145 -0.9196 -0.22 1.28 -0.03
C 1.5079 -0.5805 0.3393 2.12 -0.25 -0.39
C 3.1127 -0.4233 -0.1065 8.34 1.39 -3.56
N 4.3420 -0.2566 -0.5470 -11.68 -1.58 4.21
C 1.3703 0.3329 1.7263 1.74 -0.62 -0.19
C 2.7908 0.0953 2.5766 6.45 -4.00 4.53
N 3.8505 -0.3453 3.2227 -10.25 4.72 -6.12
C 1.2982 -2.1600 0.7056 -1.43 0.49 0.54
C 1.6287 -3.2178 -0.5008 -1.80 -0.16 -4.02
N 1.4695 -3.0099 -1.8488 0.72 -0.61 5.29
C -2.1770 -0.0777 1.0669 -0.87 -3.39 2.79
C -2.2310 1.2157 2.1254 0.63 -0.68 -1.09
O -2.2944 -1.3040 1.5816 1.17 6.81 -3.42
H -4.7496 -1.1816 -1.9706 0.95 0.57 2.26
H -3.8069 -1.8589 -0.4723 -0.91 2.16 -0.68
H -5.2178 -0.4923 -0.2786 2.29 -1.09 -1.11
H -3.0860 0.4147 -2.3514 0.39 -0.06 2.63
H -3.7763 1.3533 -0.8704 1.06 -1.99 -0.64
H -1.0611 -1.6812 -0.6868 0.80 1.90 -0.72
H -1.1529 -0.5807 -2.2103 0.64 0.02 2.61
H 0.5426 1.1648 -0.7612 0.15 -2.46 -0.30
H 1.2287 -0.1254 -1.9488 -1.36 -0.23 2.49
H 0.4470 -0.0584 2.3310 1.96 0.91 -0.92
H 1.3357 1.4686 1.4473 -0.07 -2.23 0.65
H 1.9405 -2.4118 1.6732 -1.84 0.88 -2.30
H 0.1640 -2.2815 1.0580 2.23 0.21 -1.02
H 2.0110 -4.3001 -0.1822 -2.06 2.27 -0.86
H 1.7711 -3.8808 -2.3379 -0.31 0.72 0.56
H -2.6825 0.8768 3.1504 0.81 0.68 -2.17
H -2.7851 2.1143 1.6138 1.01 -1.81 1.11
H -1.0962 1.5382 2.2732 -2.47 -0.61 -0.29
C 5.5768 2.0361 -3.5840 -0.01 -0.12 0.04
Cl 5.9134 2.7365 -5.1873 -0.09 -0.13 0.37
Cl 6.2344 3.1047 -2.3191 -0.13 -0.26 -0.27
Cl 3.8162 1.8710 -3.3657 0.39 0.06 -0.08
Cl 6.3431 0.4321 -3.4639 -0.21 0.46 -0.04
C 5.7168 2.8325 4.2332 0.01 -0.08 -0.08
Cl 6.4212 2.7459 2.5990 -0.21 -0.01 0.43
Cl 6.4027 4.2282 5.1025 -0.14 -0.25 -0.23
Cl 3.9493 3.0204 4.1089 0.47 0.01 -0.14
Cl 6.0937 1.3353 5.1224 0.06 0.28 -0.37
C 3.4532 3.9663 8.0714 0.05 -0.10 0.01
Cl 2.1914 3.3756 9.1818 0.27 0.15 -0.24
Cl 4.5299 5.0896 8.9394 -0.26 -0.25 -0.22
Cl 4.4015 2.5865 7.4619 -0.40 0.45 0.42
Cl 2.6903 4.8136 6.7022 0.13 -0.11 0.44
C 6.6943 3.2177 -9.3585 0.02 -0.04 -0.01
Cl 7.3988 3.1311 -10.9927 -0.17 0.03 0.39
Cl 7.3803 4.6135 -8.4892 -0.18 -0.34 -0.18
Cl 4.9269 3.4057 -9.4828 0.42 -0.04 0.05
Cl 7.0712 1.7205 -8.4693 -0.09 0.38 -0.24
C -8.2809 -2.0213 -1.2445 -0.23 0.02 -0.24
Cl -8.1745 -3.1307 -2.6346 -0.06 0.36 0.31
Cl -9.9871 -1.8262 -0.7696 0.57 -0.18 -0.75
Cl -7.3569 -2.6925 0.1231 -0.77 1.15 0.16
Cl -7.6053 -0.4360 -1.6968 -0.36 -0.35 0.07
C -11.5826 -1.1952 3.0408 0.09 0.04 0.10
Cl -12.6675 -2.4519 2.3944 0.27 0.29 0.13
Cl -11.3243 -1.4716 4.7819 -0.09 0.06 -0.40
Cl -10.0187 -1.2657 2.1899 -0.49 0.13 0.82
Cl -12.3196 0.4085 2.7969 0.18 -0.39 0.05
C 4.9886 -3.7766 1.6937 0.59 0.26 0.31
Cl 4.8317 -2.9782 3.2786 0.16 -0.62 -0.47
Cl 3.4633 -3.6056 0.7888 4.53 -1.37 1.60
Cl 6.3127 -3.0171 0.7745 -0.38 -0.19 0.23
Cl 5.3469 -5.5055 1.9324 -0.12 0.28 -0.09
C 1.7312 5.4280 -2.7265 0.18 0.09 -0.04
Cl 3.4258 5.3903 -2.1778 -0.49 0.01 -0.15
Cl 0.9763 6.9600 -2.2185 0.15 -0.38 -0.11
Cl 1.6791 5.3007 -4.5029 0.01 0.00 0.46
Cl 0.8433 4.0612 -2.0068 0.15 0.24 -0.14
C -5.2890 -6.3866 -1.1996 0.08 -0.04 0.04
Cl -3.5943 -6.4243 -0.6509 -0.35 -0.01 -0.13
Cl -6.0438 -4.8546 -0.6917 0.77 -1.37 -0.41
Cl -5.3411 -6.5139 -2.9760 0.00 0.04 0.38
Cl -6.1768 -7.7534 -0.4799 0.21 0.31 -0.17

---

2.
81
Properties=species:S:1:pos:R:3:forces:R:3 method="wB97M-V/def2-TZVPD" total_charge=+2 lumo_ev="-6.865 / -12.889" multiplicity=4 molar_mass_g_mol=1103.56 homo_lumo_gap_ev="7.997 / 1.973" s_squared=3.765 e_homo_ev="-14.9 / -14.9" max_force_ev_per_a=7.31
Cu 0.5683 0.8124 -0.6560 0.01 1.32 0.64
Cu -2.8233 0.9327 1.8378 0.33 -1.14 -1.71
C 1.7384 3.6187 2.3668 0.42 1.43 -0.54
F 2.1253 4.8813 2.5228 -0.12 -1.12 -0.40
F 2.7881 2.8252 2.0401 -1.49 0.72 0.25
F 1.2259 3.2234 3.5408 -0.12 -0.43 -0.75
S 0.2882 3.6412 0.9403 -2.76 -0.62 0.69
O -0.7555 2.7075 1.4623 1.99 0.46 -0.53
O -0.2227 4.9869 0.6576 1.93 -2.76 0.66
N 1.0478 2.8080 -0.4009 -1.51 0.25 2.98
S 1.6527 4.0412 -1.2224 1.55 1.91 -5.49
O 0.7097 4.7047 -2.1275 1.19 -1.63 1.49
O 2.4987 4.9100 -0.4345 -0.61 -1.52 0.00
C 2.8176 2.9473 -2.4885 0.65 1.19 0.37
F 3.9430 2.5272 -1.8346 -1.85 -0.42 -0.50
F 2.1076 1.9185 -3.0908 1.19 1.25 1.38
F 3.2709 3.7849 -3.4219 -1.00 -0.66 0.44
C -1.0327 -0.7411 0.7988 3.60 2.54 1.20
O -1.6534 -0.9057 1.8331 -2.27 -2.15 3.70
O 0.1973 -0.8501 0.5898 2.66 -2.53 -0.85
O -1.4778 0.1957 0.1548 -4.04 4.09 -4.05
C 5.5316 -1.6025 0.4151 1.66 -0.79 0.80
C 5.7791 -0.4269 1.3187 2.44 -1.86 0.16
O 4.5408 0.1803 1.4805 -0.81 0.05 -0.76
C 3.8061 -0.1983 0.3909 0.84 -0.31 -1.84
O 2.8467 0.4044 -0.0183 -0.66 -0.41 0.63
O 4.3949 -1.2381 -0.2753 -2.89 1.61 0.47
F 6.6991 0.3349 0.6884 -0.24 1.43 0.02
H 5.4413 -2.4921 1.0384 -0.51 -0.33 -0.42
H 6.3471 -1.7214 -0.2982 -0.02 -0.05 0.18
H 6.2568 -0.7702 2.2363 -0.55 0.54 0.45
C -5.4897 -0.5232 -2.7475 -0.26 0.57 -1.58
C -4.6070 0.6590 -2.8854 2.57 -3.95 -1.39
O -3.9776 0.7010 -1.6535 2.64 0.79 0.03
C -4.6904 0.0386 -0.8007 -1.68 0.48 2.83
O -4.4459 0.0176 0.4019 -0.09 -0.11 -0.86
O -5.8104 -0.4087 -1.3871 0.35 -1.39 1.58
F -5.2987 1.6928 -3.0360 -2.68 5.15 -0.72
H -4.9224 -1.4073 -3.0385 -0.59 -0.43 0.36
H -6.3256 -0.2601 -3.3958 -0.38 -0.92 0.29
H -3.8957 0.5315 -3.7014 0.44 0.25 0.15
C -2.9560 4.4370 -3.3237 0.13 -0.07 -0.62
C -2.2867 4.0894 -4.6546 -0.21 1.56 1.45
O -1.6409 2.8643 -4.3199 0.56 -1.57 -0.34
C -1.5523 2.6532 -3.0011 1.22 0.64 3.10
O -0.9253 1.7528 -2.3486 -2.10 2.60 -2.90
O -2.1877 3.6927 -2.3488 0.00 -1.65 -0.77
F -1.3734 5.0373 -4.9893 0.23 -0.64 -0.02
H -3.9842 4.0940 -3.4389 -0.08 -0.30 0.77
H -2.9750 5.5053 -3.1080 0.39 -0.21 0.14
H -3.0247 4.0634 -5.4563 0.43 -0.88 -0.20
C 2.3571 -0.1165 3.8675 0.94 0.87 0.87
C 0.9565 -0.4954 4.2172 0.83 -0.17 -4.04
O 0.7621 -0.1942 5.5416 -0.32 1.38 3.02
C 1.5964 0.7914 5.8347 0.91 -3.70 -6.24
O 1.5678 1.3594 6.8988 0.07 2.04 3.21
O 2.4596 1.0023 4.8464 0.21 1.04 1.86
F 0.8217 -1.7742 3.9829 -0.97 -1.44 0.40
H 2.5578 0.2707 2.8686 -0.50 0.45 0.18
H 3.1477 -0.8461 4.0429 -0.22 -0.16 0.60
H 0.3399 0.1104 3.5531 -0.97 -0.17 0.38
C 1.0376 -4.0513 0.5256 -1.13 0.64 -2.32
C 1.7358 -3.4460 1.6943 0.26 -0.52 -1.22
O 3.0678 -3.8471 1.5071 0.67 1.63 0.78
C 3.1856 -4.6476 0.4240 2.21 -2.07 -0.34
O 4.1662 -5.2595 0.0953 -0.82 1.42 0.66
O 2.0345 -4.7379 -0.1758 -1.04 -0.73 -1.20
F 1.2625 -4.1303 2.7090 -0.67 -0.72 3.12
H 0.6288 -3.3488 -0.2007 -0.12 0.34 0.26
H 0.2386 -4.7365 0.8090 0.19 -0.02 0.30
H 1.5691 -2.3824 1.8646 0.55 -0.04 -0.17
C -2.7545 -4.3150 -1.3362 0.83 0.46 0.61
C -3.4083 -3.5206 -0.2321 -0.90 -0.51 -1.20
O -3.8708 -4.5340 0.6168 0.27 3.94 1.73
C -3.9595 -5.6690 -0.0174 -1.86 -4.27 0.72
O -4.5384 -6.6336 0.4437 1.50 1.97 -1.42
O -3.3095 -5.5753 -1.1721 -0.28 -1.53 -1.31
F -4.5051 -2.8814 -0.8427 0.40 0.11 0.87
H -1.6966 -4.3923 -1.0855 0.32 0.10 -0.59
H -2.9688 -3.9016 -2.3218 0.23 -0.16 0.08
H -2.7698 -2.7681 0.2306 -0.49 -0.16 0.45

---

3.
51
Properties=species:S:1:pos:R:3:forces:R:3 method="wB97M-V/def2-TZVPD" total_charge=0 lumo_ev=-0.515 molar_mass_g_mol=480.44 homo_lumo_gap_ev=8.131 e_homo_ev=-8.6 smiles="O=C(COC(=O)c1ccc(S(=O)(=O)NCc2ccco2)cc1)Nc1ccc(OC(F)F)cc1" max_force_ev_per_a=1.46
O -2.1435 -3.4911 -1.7211 -0.12 -0.06 -0.33
C -1.7042 -3.2981 -0.6122 0.53 -0.33 0.39
C -0.5658 -4.1601 -0.0275 -0.46 -0.25 -0.01
O 0.6360 -3.3955 0.0451 0.29 0.04 -0.19
C 0.8243 -2.6199 1.1135 -0.18 0.10 0.29
O 0.0552 -2.5773 2.0507 0.14 -0.07 0.00
C 2.0160 -1.7531 0.9854 0.32 0.20 0.03
C 2.8555 -1.8308 -0.1254 -0.05 -0.01 0.22
C 3.8425 -0.8792 -0.2993 0.06 -0.13 -0.02
C 3.9717 0.1359 0.6292 0.21 0.32 -0.04
S 5.1085 1.4681 0.2703 0.06 0.03 -0.41
O 6.4391 0.9602 0.1288 -0.01 -0.17 -0.19
O 4.8702 2.5418 1.1929 -0.31 -0.14 0.02
N 4.5992 1.8843 -1.2733 0.44 -0.30 0.66
C 3.4392 2.7606 -1.3298 -0.55 -0.03 0.05
C 2.1966 1.9916 -1.0219 -0.40 0.72 0.65
C 1.2822 2.1210 -0.0179 0.50 0.14 -0.58
C 0.3072 1.1161 -0.2350 0.00 -0.33 -0.47
C 0.7043 0.4507 -1.3517 -0.66 0.04 0.58
O 1.8429 0.9733 -1.8359 0.40 0.06 -0.46
C 3.1879 0.1922 1.7647 0.11 0.01 0.12
C 2.2047 -0.7615 1.9474 0.02 -0.28 -0.11
N -2.0940 -2.3279 0.2479 0.02 0.14 0.47
C -2.9671 -1.2601 0.0191 -0.26 0.25 -0.20
C -3.0949 -0.3097 1.0277 -0.05 -0.11 -0.20
C -3.9248 0.7860 0.8733 -0.04 0.10 0.06
C -4.6365 0.9324 -0.3060 -0.03 -0.05 -0.15
O -5.5067 1.9955 -0.5838 0.35 -0.77 -0.31
C -5.6995 2.9688 0.3056 -0.67 1.26 0.31
F -4.5601 3.6340 0.6324 0.31 -0.01 -0.14
F -6.1958 2.5277 1.4909 -0.13 -0.31 0.09
C -4.5181 -0.0118 -1.3177 -0.11 0.41 0.32
C -3.6901 -1.1040 -1.1612 0.08 -0.13 -0.02
H -0.8363 -4.5342 0.9658 0.08 0.02 -0.15
H -0.3575 -4.9850 -0.7095 -0.09 0.18 0.09
H 2.7090 -2.6136 -0.8523 0.00 -0.02 -0.09
H 4.4929 -0.8872 -1.1585 -0.01 -0.07 -0.17
H 5.3857 2.2065 -1.8162 0.28 -0.03 0.01
H 3.5312 3.5760 -0.6018 -0.14 -0.03 -0.21
H 3.3756 3.1750 -2.3394 0.11 -0.02 0.08
H 1.3013 2.8420 0.7724 0.10 0.20 0.19
H -0.5685 0.9278 0.3514 -0.24 -0.12 0.08
H 0.2760 -0.3749 -1.8849 0.01 -0.13 -0.16
H 3.3390 1.0009 2.4615 -0.08 0.09 0.11
H 1.5505 -0.7363 2.8053 -0.05 0.04 0.05
H -1.6459 -2.3166 1.1613 0.01 -0.17 -0.28
H -2.5393 -0.4282 1.9468 0.07 -0.01 0.12
H -3.9990 1.5020 1.6755 -0.03 0.04 -0.01
H -6.4120 3.6963 -0.1136 0.26 -0.33 0.07
H -5.0857 0.1251 -2.2234 -0.07 0.00 -0.13
H -3.5992 -1.8359 -1.9458 -0.01 -0.02 -0.02